Record 1
{"formula": "C3H4O2S", "method": "ωB97M-V/def2-TZVPD", "elements": ["O", "C", "O", "C", "C", "S", "H", "H", "H", "H"], "positions_angstrom": [[-0.924, 2.222, -0.331], [-0.670, 1.093, -0.814], [-0.428, 0.835, -2.019], [-0.549, -0.080, 0.185], [0.865, -0.632, 0.330], [1.145, -1.715, 1.821], [-0.956, 0.202, 1.153], [-1.167, -0.894, -0.207], [1.567, 0.198, 0.424], [1.117, -1.229, -0.540]], "forces_ev_per_a": [[-0.32, 0.37, 0.10], [0.66, 0.01, 0.24], [-0.15, -0.16, -0.37], [-0.41, -0.33, -0.35], [0.21, -0.15, 0.77], [-0.12, 0.02, -0.17], [0.12, 0.13, 0.13], [-0.12, -0.09, 0.09], [0.03, 0.03, -0.20], [0.09, 0.18, -0.24]], "mulliken_charge": [-0.744, 0.436, -0.744, -0.318, -0.680, -0.851, 0.259, 0.181, 0.253, 0.207], "total_charge": -2, "orbital_gap_ev": 5.545, "homo_energy_ha": 0.02808, "e_tot_ha": -665.3636}

***

Record 2
{"formula": "C6H16N2", "method": "ωB97M-V/def2-TZVPD", "elements": ["C", "N", "C", "C", "C", "N", "C", "C", "H", "H", "H", "H", "H", "H", "H", "H", "H", "H", "H", "H", "H", "H", "H", "H"], "positions_angstrom": [[-0.754, 1.779, 0.505], [0.078, 0.524, 0.386], [-0.809, -0.564, 0.136], [-0.472, -1.916, 0.945], [0.446, -2.880, 0.107], [0.142, -2.744, -1.328], [-0.078, 3.038, 0.014], [1.386, 2.855, -0.502], [-1.772, 1.553, 0.082], [-0.981, 1.866, 1.611], [0.770, 0.634, -0.370], [-0.790, -0.924, -0.912], [-1.854, -0.279, 0.354], [0.043, -1.733, 1.938], [-1.491, -2.401, 1.200], [1.547, -2.718, 0.315], [0.157, -3.831, 0.626], [-0.778, -3.081, -1.585], [0.851, -3.100, -1.974], [-0.693, 3.525, -0.713], [-0.003, 3.758, 0.822], [2.056, 2.394, 0.224], [1.787, 3.785, -0.844], [1.299, 2.222, -1.414]], "forces_ev_per_a": [[-0.21, -1.58, 1.50], [-0.04, 1.86, -0.43], [-0.41, -2.94, 0.55], [-0.59, 1.11, -0.01], [-0.64, 0.05, 0.87], [0.84, -0.32, 0.39], [1.35, 0.31, 0.57], [-1.58, -0.96, -0.91], [1.00, 0.76, -0.20], [0.21, 0.07, -0.95], [-0.77, -0.26, 0.48], [-0.08, 0.63, 0.46], [0.50, -0.19, 0.17], [-0.62, 0.11, -1.03], [1.61, 0.38, -0.58], [-1.31, 0.03, -0.41], [0.67, -0.10, -0.98], [0.01, -0.23, 0.04], [-0.27, -0.08, 0.48], [-0.20, 0.23, -0.82], [-0.17, 0.16, 0.37], [-0.15, 0.00, -0.02], [0.30, 0.75, -0.06], [0.54, 0.22, 0.52]], "mulliken_charge": [-0.751, 0.306, -1.192, -0.370, -1.573, -1.659, -0.059, -2.206, 0.296, 0.070, 0.153, 0.274, 0.196, 0.259, 0.579, 0.519, 0.230, 0.730, 0.915, 0.297, 0.444, 0.391, 0.749, 0.404], "total_charge": -1, "orbital_gap_ev": [2.335, 8.497], "homo_energy_ha": [0.05337, -0.17089], "multiplicity": 2, "e_tot_ha": -347.6029}